No. 1
Below is a molecular structure, C2H2CsFMgO2 in a non-equilibrium geometry, with properties calculated with the ωB97M-V functional and the def2-TZVPD basis.

Geometry as XYZ:
```
9
C2H2CsFMgO2 | the Open Molecules 2025 dataset | the ωB97M-V functional and the def2-TZVPD basis
C -0.9762 0.3706 -0.2191
C -2.1188 1.0910 -0.6405
O -0.8890 -0.7975 0.0171
F -0.1955 0.9619 1.0821
H 2.3260 -0.6695 -1.0192
H -3.0309 1.0775 -0.0231
Cs 1.5387 -3.0587 0.7849
Mg 1.7500 1.3012 0.5526
O 1.5956 -0.2764 -0.5349
```

Output
Energy above the lowest of the compared OMol25 structures with the same formula, charge and spin in eV: 3.0759
LUMO level (spin up / spin down) in eV: -9.78 / -9.84
HOMO level (spin up / spin down) in eV: -18.03 / -18.04
Max |F| in Eh/bohr: 0.12683
Total charge: +2



No. 2
Below is a molecular structure, C2H2DyFO2 in a non-equilibrium geometry, with properties calculated with the ωB97M-V functional and the def2-TZVPD basis.

Geometry as XYZ:
```
8
C2H2DyFO2 | the Open Molecules 2025 dataset | the ωB97M-V functional and the def2-TZVPD basis
H -2.0450 -0.6046 -0.8920
O -0.0491 -1.1898 -0.6347
C -1.1080 -0.5835 -0.2716
C -0.9935 0.7229 0.2925
O 0.1767 1.1773 0.5498
H -1.8791 1.2170 0.7156
F 3.9757 -0.5055 0.1565
Dy 1.9224 -0.2338 0.0839
```

Output
Energy above the lowest of the compared OMol25 structures with the same formula, charge and spin in eV: 0.0000
2S+1: 7
LUMO level (spin up / spin down) in eV: -6.23 / -6.78
HOMO level (spin up / spin down) in eV: -13.39 / -15.35
Max |F| in Eh/bohr: 0.07056
Total charge: +1



No. 3
Below is 2 unconnected molecules or ions with the total composition C2H2F2I2O in a non-equilibrium geometry, with properties calculated with the ωB97M-V functional and the def2-TZVPD basis.

Geometry as XYZ:
```
9
C2H2F2I2O | the Open Molecules 2025 dataset | the ωB97M-V functional and the def2-TZVPD basis
C 1.7025 -0.0025 -1.1330
C -1.1681 0.8917 0.3025
O 1.5568 -0.6109 -2.1257
F -2.1667 1.3903 -0.4074
F -1.4691 1.2122 1.5711
I 2.6337 -0.8410 0.6087
I -1.6614 -1.5843 0.3916
H 1.3855 1.0223 -0.9308
H -0.8131 -1.4778 1.7230
```

Output
Energy above the lowest of the compared OMol25 structures with the same formula, charge and spin in eV: 3.0747
LUMO level in eV: -0.16
HOMO level in eV: -9.26
Max |F| in Eh/bohr: 0.03714
Total charge: 0



No. 4
Below is 2 unconnected molecules or ions with the total composition C2H2F2NOS in a non-equilibrium geometry, with properties calculated with the ωB97M-V functional and the def2-TZVPD basis.

Geometry as XYZ:
```
9
C2H2F2NOS | the Open Molecules 2025 dataset | the ωB97M-V functional and the def2-TZVPD basis
C -2.0418 -0.4107 -0.0805
C 1.2509 -0.0610 -0.0475
N 0.0745 0.2087 0.4559
O -1.9481 -1.5362 -0.2295
F 1.6035 0.7716 -1.2514
F 2.3948 0.1503 0.6978
S -2.7899 0.9025 0.2123
H 1.4494 -1.1820 -0.3922
H 0.0068 1.1569 0.6350
```

Output
Energy above the lowest of the compared OMol25 structures with the same formula, charge and spin in eV: 0.5829
LUMO level in eV: 3.37
HOMO level in eV: -4.12
Max |F| in Eh/bohr: 0.07204
Total charge: -1